No. 1
119
Properties=species:S:1:pos:R:3:lowdin_charge:R:1 method="wB97M-V/def2-TZVPD" gap_ha=0.31687 smiles=c1cc[nH]c1.c1cc[nH]c1.c1ccncc1.c1ccncc1.c1ccncc1.c1ccncc1.c1ccncc1.c1ccncc1.c1ccncc1.c1ccncc1.c1ccncc1 total_charge=0
N 13.93 12.83 13.86 0.03
N 12.73 19.50 16.30 0.05
N 9.21 15.58 16.59 0.04
N 12.28 11.12 11.74 0.04
N 14.94 12.72 10.80 0.06
N 13.32 9.60 18.46 0.02
N 9.53 16.64 12.27 0.05
N 7.35 10.07 17.32 0.05
N 16.64 9.53 13.45 0.04
N 13.61 12.40 20.04 0.05
N 17.57 14.43 18.33 0.06
C 13.09 12.61 14.90 -0.16
C 17.97 14.32 15.49 -0.05
C 11.52 16.03 11.05 -0.07
C 10.73 16.95 18.48 -0.05
C 15.99 10.88 15.41 -0.09
C 14.51 14.62 20.19 -0.08
C 11.73 14.98 11.95 -0.06
C 16.80 13.15 9.39 -0.06
C 8.44 12.18 16.96 -0.08
C 10.83 14.84 13.05 -0.09
C 17.60 15.50 16.13 -0.10
C 11.29 15.88 17.69 -0.05
C 18.19 13.18 16.35 -0.07
C 16.33 10.70 14.07 -0.16
C 17.37 15.45 17.51 -0.20
C 16.16 8.47 15.59 -0.05
C 8.63 16.50 17.35 -0.14
C 14.71 12.52 8.42 -0.06
C 15.92 9.74 16.20 -0.08
C 12.81 10.00 12.21 -0.16
C 13.44 13.48 15.92 -0.11
C 9.68 15.61 13.13 -0.15
C 13.99 19.29 15.97 -0.18
C 12.35 14.27 21.00 -0.07
C 13.12 9.72 17.10 -0.18
C 13.39 15.16 20.79 -0.08
C 9.70 11.65 17.26 -0.06
C 12.10 9.05 12.84 -0.09
C 10.78 9.23 13.15 -0.05
C 11.82 18.66 15.80 -0.15
C 12.81 8.48 16.61 -0.11
C 16.04 12.88 8.23 -0.06
C 14.56 14.22 15.48 -0.10
C 13.47 17.44 14.58 -0.07
C 12.78 7.59 17.72 -0.11
C 10.39 16.82 11.24 -0.15
C 9.36 17.21 18.31 -0.07
C 16.21 13.04 10.62 -0.17
C 10.45 15.22 16.77 -0.19
C 14.80 13.81 14.17 -0.16
C 16.51 8.38 14.20 -0.12
C 14.42 18.35 15.04 -0.08
C 9.72 10.29 17.55 -0.08
C 12.17 17.52 15.04 -0.06
C 14.62 13.29 19.83 -0.12
C 17.95 13.25 17.71 -0.14
C 8.56 9.52 17.50 -0.15
C 7.33 11.37 17.02 -0.17
C 12.55 12.95 20.61 -0.18
C 10.97 11.30 11.92 -0.15
C 13.06 8.31 18.86 -0.12
C 10.18 10.36 12.55 -0.06
C 14.18 12.46 9.73 -0.12
H 15.46 18.41 14.69 0.10
H 15.70 9.81 17.26 0.10
H 16.80 13.20 11.53 0.10
H 13.90 12.47 12.90 0.09
H 12.23 16.22 10.27 0.10
H 15.62 11.84 15.78 0.08
H 16.90 16.37 17.97 0.12
H 17.45 16.46 15.68 0.09
H 13.32 16.20 21.06 0.11
H 10.76 18.83 16.04 0.11
H 13.30 10.65 16.60 0.08
H 12.61 8.18 13.25 0.10
H 13.78 16.69 13.84 0.10
H 8.97 15.50 13.96 0.09
H 11.36 17.58 19.08 0.10
H 8.81 18.00 18.83 0.10
H 10.54 12.23 11.50 0.11
H 13.02 13.53 16.95 0.09
H 12.30 11.93 14.88 0.09
H 12.63 6.54 17.72 0.08
H 16.37 12.90 7.19 0.11
H 8.53 8.45 17.82 0.12
H 15.42 12.84 19.30 0.08
H 17.84 13.32 9.32 0.09
H 6.37 11.76 16.71 0.10
H 13.12 8.04 19.88 0.10
H 10.80 14.44 16.11 0.08
H 16.91 7.46 13.76 0.10
H 12.65 8.17 15.59 0.08
H 15.47 14.17 13.40 0.10
H 9.11 10.51 12.66 0.10
H 10.62 12.25 17.39 0.10
H 13.37 10.40 19.12 0.11
H 18.59 12.24 15.96 0.10
H 11.70 12.27 20.80 0.11
H 18.07 12.38 18.39 0.11
H 14.69 19.90 16.52 0.10
H 16.24 7.60 16.23 0.09
H 11.40 14.48 21.50 0.11
H 15.15 14.91 16.06 0.08
H 13.88 9.95 12.00 0.11
H 18.12 14.25 14.43 0.10
H 10.29 17.69 10.62 0.10
H 10.60 9.77 17.88 0.07
H 10.91 14.06 13.80 0.08
H 13.16 12.16 9.94 0.07
H 8.35 13.25 16.76 0.08
H 11.39 16.81 14.83 0.07
H 7.58 16.64 17.16 0.10
H 14.09 12.23 7.60 0.09
H 10.13 8.52 13.65 0.11
H 12.35 15.66 17.67 0.09
H 16.39 11.58 13.37 0.09
H 12.56 14.30 11.81 0.08
H 15.33 15.32 19.91 0.10

=====

No. 2
48
Properties=species:S:1:pos:R:3:lowdin_charge:R:1 method="wB97M-V/def2-TZVPD" gap_ha=0.23768 total_charge=0
Pd 0.10 0.34 -0.01 1.10
O -1.63 -1.53 -0.06 -0.07
O -3.90 1.19 -0.56 0.05
O -1.75 1.12 -0.02 -0.14
N 0.28 0.41 -1.97 -0.02
N 0.22 0.15 1.93 -0.03
N 1.97 0.04 -0.01 -0.09
C -3.46 -1.45 -1.68 -0.02
C 3.86 -0.02 1.64 -0.01
C -0.38 0.24 -4.26 -0.04
C -2.93 -0.98 -0.32 -0.52
C 2.50 0.03 1.24 -0.18
C 3.32 -0.05 -3.97 -0.05
C -0.46 0.03 4.21 -0.03
C -3.88 -1.38 0.81 -0.01
C 4.26 -0.03 -2.95 -0.08
C 4.21 -0.01 2.97 -0.08
C 1.56 0.16 -2.31 -0.15
C -0.74 0.12 2.86 -0.07
C 2.52 0.05 -1.25 -0.18
C 0.86 -0.01 4.62 0.01
C -2.86 0.60 -0.31 -0.65
C -0.66 0.49 -2.93 -0.08
C 1.95 0.02 -3.67 -0.16
C 3.88 -0.03 -1.62 -0.01
C 1.89 0.01 3.66 -0.16
C 0.93 -0.02 -4.64 0.01
C 3.26 -0.01 3.98 -0.05
C 1.52 0.06 2.29 -0.14
H -1.43 -2.13 -0.79 0.09
H 4.65 -0.06 0.91 0.08
H -3.47 -1.07 1.77 0.07
H -4.04 -2.46 0.83 0.09
H 5.31 -0.05 -3.20 0.11
H -2.69 -1.31 -2.44 0.07
H -1.18 0.26 -4.99 0.11
H -1.65 0.78 -2.61 0.11
H -3.74 -2.50 -1.64 0.09
H 1.12 -0.05 5.66 0.12
H 3.55 -0.02 5.02 0.11
H -1.76 0.20 2.49 0.11
H -4.32 -0.85 -1.95 0.09
H -1.26 0.00 4.92 0.11
H 5.26 -0.02 3.23 0.11
H 4.66 -0.10 -0.88 0.08
H 3.62 -0.10 -5.00 0.11
H -4.84 -0.87 0.67 0.09
H 1.19 -0.22 -5.67 0.12

=====

No. 3
14
Properties=species:S:1:pos:R:3:lowdin_charge:R:1 method="wB97M-V/def2-TZVPD" gap_ha=0.40186 total_charge=+1
Cs -2.71 -0.18 1.51 1.68
O -1.07 -0.15 0.59 -1.03
C 0.19 -0.05 1.26 -0.20
C -0.89 -0.08 -0.80 -0.30
C 1.25 -0.15 0.11 -0.09
C 0.45 0.41 -1.10 -0.13
H 0.29 1.49 -1.09 0.13
H -0.87 -1.09 -1.21 0.14
H 0.77 0.00 -2.06 0.14
H -1.66 0.40 -1.41 0.14
H 0.17 0.96 1.67 0.13
H 0.39 -0.76 2.07 0.13
H 1.53 -1.20 0.12 0.12
H 2.16 0.41 0.34 0.13

=====

No. 4
19
Properties=species:S:1:pos:R:3:lowdin_charge:R:1 method="wB97M-V/def2-TZVPD" gap_ha="0.12965 / 0.27733" multiplicity=2 s_squared=0.75 total_charge=0
S 0.24 -1.70 0.94 0.83
O -2.64 2.75 0.37 -0.17
N -1.35 0.34 -0.37 0.04
C 1.85 -0.90 1.24 -0.34
C 0.62 -2.29 -0.75 -0.36
C -1.46 2.80 -0.04 -0.46
C -0.58 1.58 -0.23 -0.27
H 1.92 -0.45 2.23 0.05
H 1.95 -0.09 0.53 0.03
H 0.91 -1.46 -1.39 0.05
H -1.46 0.06 -1.35 0.13
H -0.20 -2.88 -1.17 0.05
H 1.46 -2.97 -0.66 0.03
H -0.76 -0.54 0.18 -0.03
H -2.27 0.44 0.07 0.13
H 0.01 1.71 -1.13 0.10
H 2.56 -1.70 1.08 0.04
H -0.91 3.75 -0.16 0.06
H 0.10 1.54 0.64 0.09

=====

No. 5
47
Properties=species:S:1:pos:R:3:lowdin_charge:R:1 method="wB97M-V/def2-TZVPD" gap_ha="0.28560 / 0.28853" multiplicity=5 s_squared=6.03 total_charge=+2
Cr -2.28 -0.14 -1.71 1.00
O -2.23 1.63 -1.25 -0.11
O -4.94 -1.87 -2.45 0.22
O 1.44 -1.12 0.02 0.04
O 4.71 1.58 -4.33 0.13
O -1.18 0.59 -5.49 0.24
O 3.14 0.19 -0.08 0.14
O 3.30 1.92 -5.94 0.13
O -0.48 -0.52 -1.61 -0.13
O -1.56 3.07 0.32 0.18
O -2.10 0.08 -3.64 -0.07
N 0.80 -0.62 3.03 0.10
N -1.07 0.38 -4.33 -0.22
N 3.60 1.61 -4.81 -0.34
N 1.94 -2.58 2.65 0.22
N -4.03 -1.28 -2.21 0.08
N 0.78 -2.32 4.62 0.23
N 2.14 -0.30 -0.56 -0.31
N -2.49 -0.38 0.35 0.03
C -2.06 1.11 2.36 -0.13
C -1.83 1.96 -0.02 -0.52
C 1.79 0.08 -1.93 -0.02
C -0.05 0.31 3.78 -0.13
C 1.25 0.97 -4.49 0.13
C 1.18 -1.83 3.44 -0.42
C 0.23 0.45 -3.70 -0.02
C 2.51 1.04 -3.98 -0.08
C 0.45 -0.02 -2.39 -0.19
C -1.68 0.75 0.93 -0.24
C 2.80 0.61 -2.70 0.13
C -1.55 0.20 3.49 -0.15
H -3.14 1.20 2.42 0.14
H 2.33 -3.45 2.96 0.14
H 1.05 1.33 -5.50 0.15
H 0.30 -1.75 5.29 0.12
H -0.64 0.44 0.85 0.14
H -3.46 -0.27 0.66 0.13
H -1.68 2.12 2.53 0.13
H 1.23 -0.31 2.18 0.12
H 1.10 -3.22 4.93 0.14
H -2.09 0.50 4.39 0.13
H -2.17 -1.26 0.76 0.13
H 3.81 0.70 -2.31 0.15
H 0.13 0.16 4.85 0.12
H 0.31 1.32 3.57 0.14
H -1.82 -0.85 3.32 0.12
H 2.20 -2.23 1.73 0.10

=====

No. 6
28
Properties=species:S:1:pos:R:3:lowdin_charge:R:1 method="wB97M-V/def2-TZVPD" gap_ha="0.21993 / 0.30218" multiplicity=3 s_squared=2.01 total_charge=0
S -1.80 1.04 0.08 0.87
O -2.96 1.82 -0.38 -0.56
N -0.04 -1.66 -0.56 -0.25
C -1.15 -1.39 -1.37 -0.22
C 1.11 -1.85 -1.17 0.03
C -0.34 -1.69 0.73 -0.13
C 0.65 -1.94 1.86 -0.22
C -1.17 0.19 -1.49 -0.29
C -0.35 2.25 0.38 -0.35
C -0.50 3.45 -0.66 -0.12
C 1.51 -0.71 2.16 -0.10
H -1.53 3.90 -0.74 0.07
H -1.35 -1.83 1.06 0.10
H -0.57 2.62 1.43 0.09
H -0.23 3.04 -1.58 0.02
H -0.90 -1.64 -2.49 0.15
H 2.30 -0.46 1.38 0.08
H 1.19 -2.84 1.80 0.09
H 0.06 -2.15 2.68 0.07
H -1.90 0.43 -2.36 0.12
H 2.17 -0.83 3.07 0.09
H 1.40 -1.61 -2.16 0.06
H 0.88 0.12 2.09 0.02
H -2.17 -1.72 -1.04 0.13
H -0.21 0.61 -1.78 0.06
H 1.92 -1.93 -0.57 0.02
H 0.53 1.63 0.32 0.05
H 0.27 4.23 -0.25 0.10

=====

No. 7
21
Properties=species:S:1:pos:R:3:lowdin_charge:R:1 method="wB97M-V/def2-TZVPD" gap_ha="0.24856 / 0.19113" total_charge=0
Cd 0.51 -0.87 1.06 1.41
Mg -1.75 -2.89 0.62 0.79
O -1.45 -0.86 0.79 -0.60
O 2.10 0.24 0.99 -0.41
O 0.35 -2.39 -0.16 -0.63
O -0.12 1.28 0.50 -0.25
C 2.14 1.39 0.27 -0.42
C 0.80 1.82 -0.22 -0.19
C -1.51 1.53 0.82 -0.12
C -2.18 0.24 0.36 -0.33
C 0.93 -2.64 -1.37 -0.33
H 2.73 1.32 -0.68 0.11
H 2.56 2.28 0.79 0.11
H 0.54 -2.62 -2.40 0.03
H 1.54 -1.54 -1.73 0.15
H -3.21 0.15 0.76 0.12
H -1.59 1.67 1.91 0.13
H -2.24 0.35 -0.74 0.12
H 0.62 2.88 -0.46 0.11
H -1.84 2.42 0.28 0.13
H 1.07 -3.74 -1.39 0.07

=====

No. 8
77
Properties=species:S:1:pos:R:3:lowdin_charge:R:1 method="wB97M-V/def2-TZVPD" gap_ha="0.18949 / 0.18899" multiplicity=2 s_squared=0.77 total_charge=+1
Ir 1.11 -0.62 -0.70 0.94
Br 3.20 -1.75 -0.21 0.31
S -3.27 -0.63 1.77 0.98
O -4.41 -0.85 0.93 -0.44
N 0.12 1.32 -0.94 0.03
N -2.04 -0.20 0.97 -0.21
N 0.15 -0.95 1.09 -0.03
C -0.39 2.28 2.56 -0.02
C -1.12 -3.22 -0.40 -0.40
C 1.50 2.64 -4.10 -0.03
C 1.53 -1.44 3.76 -0.35
C 0.86 -2.48 2.87 -0.12
C -0.29 -3.35 0.87 -0.13
C -2.62 0.37 -2.54 -0.05
C 1.41 2.12 -2.82 -0.15
C 0.95 -3.78 3.32 -0.02
C -0.41 -3.85 -1.62 -0.05
C 0.48 -4.86 2.59 -0.02
C -0.11 2.06 0.16 -0.25
C -3.06 2.62 -1.41 -0.04
C -0.36 1.47 1.44 -0.12
C 0.03 3.47 0.11 0.01
C 2.26 -0.31 3.03 -0.06
C 2.98 0.26 -2.44 -0.12
C 0.01 4.25 1.24 -0.04
C 0.23 -2.24 1.62 -0.21
C 2.75 1.75 -2.17 -0.34
C 0.57 -0.92 4.83 -0.04
C -2.46 1.89 -2.62 -0.36
C -2.50 -3.86 -0.22 -0.05
C -0.77 0.02 1.64 -0.42
C -1.03 2.24 -2.97 -0.12
C 0.37 3.00 -4.81 -0.05
C -0.87 2.80 -4.24 -0.02
C -0.15 -4.63 1.38 -0.02
C 0.15 1.91 -2.23 -0.18
C -0.18 3.66 2.48 -0.02
C 2.96 2.11 -0.70 -0.06
H -0.53 -5.47 0.82 0.12
H -2.74 3.66 -1.37 0.08
H -3.15 -3.57 -1.05 0.09
H 0.21 3.92 -0.86 0.13
H -2.43 -4.95 -0.21 0.08
H -3.05 2.22 -3.48 0.12
H -1.76 3.05 -4.80 0.12
H 0.46 3.42 -5.81 0.11
H 2.94 0.04 -3.50 0.11
H 3.92 -0.09 -2.03 0.04
H 2.48 2.81 -4.53 0.12
H 2.66 3.14 -0.50 0.09
H 2.16 -0.34 -1.97 -0.11
H -4.15 2.61 -1.49 0.09
H -0.58 1.84 3.53 0.12
H -0.20 -0.26 4.41 0.05
H -1.29 -2.16 -0.60 0.08
H -0.88 -0.15 2.72 0.10
H 2.31 -1.99 4.29 0.13
H -1.10 -3.89 -2.47 0.09
H 0.17 5.32 1.16 0.12
H -3.63 0.10 -2.24 0.09
H 2.40 1.46 -0.02 0.03
H 1.12 -0.35 5.58 0.09
H -0.09 -4.86 -1.39 0.08
H -2.80 2.14 -0.47 0.05
H -1.93 -0.04 -1.81 0.03
H 0.60 -5.86 2.97 0.12
H 2.80 0.30 3.76 0.09
H -0.19 4.25 3.38 0.12
H 1.45 -3.97 4.26 0.13
H -2.41 -0.08 -3.51 0.09
H 2.98 -0.71 2.32 0.02
H 3.51 2.32 -2.71 0.14
H 0.47 -3.28 -1.92 0.05
H 4.01 2.00 -0.45 0.10
H 0.06 -1.74 5.33 0.09
H 1.58 0.35 2.49 0.04
H -2.96 -3.54 0.71 0.07

=====

No. 9
20
Properties=species:S:1:pos:R:3:lowdin_charge:R:1 method="wB97M-V/def2-TZVPD" gap_ha="0.26529 / 0.26768" smiles="O=S(=O)=C1C[C@H]2[NH2+]CCC2=N1" total_charge=+1
S 3.37 0.06 -0.32 0.86
O 4.27 -1.04 -0.23 -0.26
O 3.78 1.41 -0.29 -0.29
N 1.12 -1.16 0.29 0.13
N -1.38 0.78 -0.46 0.10
C -1.41 -1.67 -0.04 -0.09
C -0.17 -0.93 0.35 -0.22
C -2.22 -0.52 -0.63 -0.05
C 1.85 -0.04 0.47 -0.37
C 0.93 1.20 0.50 -0.11
C -0.39 0.56 0.63 -0.23
H -2.23 -0.60 -1.73 0.15
H -2.01 1.60 -0.48 0.20
H -1.83 -2.09 0.96 0.17
H -3.11 -0.36 0.10 0.17
H -0.82 0.84 -1.29 0.16
H 0.88 2.03 -0.28 0.15
H -0.87 0.68 1.65 0.20
H -1.12 -2.55 -0.64 0.14
H 1.36 1.79 1.43 0.18

=====

No. 10
14
Properties=species:S:1:pos:R:3:lowdin_charge:R:1 method="wB97M-V/def2-TZVPD" gap_ha="0.30112 / 0.31720" total_charge=0
F 1.23 1.44 1.71 -0.07
O -1.47 0.99 0.85 0.11
O 1.95 0.23 -0.05 0.05
N -0.40 1.39 -2.36 0.19
C -0.40 0.77 0.11 -0.28
C -0.43 1.01 -1.29 -0.19
C 0.87 0.36 0.72 -0.36
C -0.97 -1.91 -0.67 0.08
H 0.17 -1.97 -0.75 0.03
H -1.15 1.40 1.66 0.12
H 0.80 -0.50 1.36 0.15
H -1.46 -1.79 -1.65 0.01
H -1.47 -2.22 0.24 0.01
H 2.75 0.80 0.11 0.17

=====

No. 11
17
Properties=species:S:1:pos:R:3:lowdin_charge:R:1 method="wB97M-V/def2-TZVPD" gap_ha="0.30591 / 0.30627" total_charge=0
P -2.77 -0.20 1.41 0.81
N -0.16 -0.67 -0.64 -0.13
C 1.30 -0.05 1.21 -0.17
C 0.07 0.57 1.73 -0.32
C 1.08 -0.10 -0.37 -0.27
C -1.15 0.04 1.17 -0.47
C -0.98 -0.38 -1.72 -0.21
H -2.89 -0.86 0.15 -0.17
H -2.09 -0.70 -1.47 0.08
H 2.25 0.43 1.32 0.10
H -0.04 1.69 1.67 0.14
H 1.33 0.75 -0.99 0.10
H 1.68 -0.98 -0.72 0.13
H -0.62 -0.95 -2.50 0.04
H -0.75 0.62 -2.23 0.10
H 1.44 -1.08 1.41 0.10
H 0.12 0.40 2.83 0.12

=====

No. 12
60
Properties=species:S:1:pos:R:3:lowdin_charge:R:1 method="wB97M-V/def2-TZVPD" gap_ha=0.29192 total_charge=0
K -0.27 0.25 0.49 0.82
P -2.18 -0.44 -2.05 1.03
O -0.19 -3.84 -1.57 0.00
O -0.17 -1.88 -0.48 -0.28
C -3.43 -0.77 -4.60 -0.08
C -3.46 -0.16 -3.34 -0.38
C 1.47 0.68 -3.66 -0.07
C -4.42 -0.51 -5.53 -0.08
C -0.77 0.49 -2.78 -0.39
C -1.08 3.06 2.96 -0.04
C 0.88 1.47 3.08 -0.23
C -4.51 0.71 -3.05 -0.12
C 2.00 2.58 0.76 -0.20
C 0.42 -0.10 -3.18 -0.07
C 2.63 1.50 1.40 -0.20
C 2.59 3.15 -0.50 -0.03
C 0.82 3.11 1.30 -0.21
C -5.49 0.99 -3.99 -0.09
C -1.72 -2.19 -2.30 -0.28
C -0.58 -2.70 -1.36 -0.77
C 0.19 4.33 0.65 -0.03
C -5.45 0.37 -5.24 -0.09
C 3.95 0.98 0.88 -0.03
C 0.31 0.91 4.37 -0.03
C -0.89 1.88 -2.86 -0.11
C 2.68 -0.30 3.18 -0.03
C 1.33 2.05 -3.77 -0.10
C 0.24 2.54 2.44 -0.23
C 0.14 2.66 -3.36 -0.10
C 2.05 0.92 2.54 -0.21
H -1.82 2.35 -2.55 0.10
H 2.14 2.65 -4.15 0.10
H 2.39 0.20 -3.97 0.11
H -1.70 3.46 2.16 0.07
H 4.52 1.77 0.41 0.08
H 1.82 3.57 -1.14 0.06
H 4.56 0.58 1.69 0.08
H -4.39 -0.99 -6.50 0.10
H -0.23 1.67 4.92 0.08
H 3.32 3.93 -0.28 0.10
H -2.63 -1.46 -4.86 0.10
H -6.22 0.58 -5.97 0.10
H 0.55 -1.17 -3.10 0.11
H 3.09 2.38 -1.09 0.07
H 3.80 0.18 0.14 0.10
H -1.43 -2.42 -3.33 0.07
H 0.96 4.99 0.25 0.08
H 3.19 -0.90 2.43 0.08
H -2.60 -2.79 -2.08 0.09
H -1.66 2.26 3.43 0.08
H -4.55 1.17 -2.07 0.09
H -0.47 4.05 -0.18 0.09
H 3.40 -0.02 3.95 0.10
H -0.94 3.85 3.70 0.10
H 1.92 -0.93 3.64 0.08
H 0.03 3.73 -3.45 0.10
H -0.38 0.08 4.18 0.10
H 1.10 0.54 5.01 0.08
H -6.29 1.67 -3.75 0.10
H -0.38 4.91 1.36 0.07

=====

No. 13
16
Properties=species:S:1:pos:R:3:lowdin_charge:R:1 method="wB97M-V/def2-TZVPD" gap_ha=0.46001 smiles=CC.CC total_charge=0
C -2.18 0.93 0.08 -0.17
C 1.82 -0.81 1.02 -0.16
C 2.60 -1.79 0.14 -0.18
C -2.36 1.75 -1.19 -0.18
H 2.42 -0.34 1.79 0.06
H -1.44 2.05 -1.69 0.06
H -2.95 0.21 0.32 0.06
H -2.89 2.69 -1.02 0.06
H -1.93 1.58 0.91 0.06
H 2.40 -1.81 -0.93 0.06
H 1.27 -0.13 0.37 0.05
H -1.35 0.23 -0.08 0.05
H 3.67 -1.52 0.11 0.06
H 2.67 -2.80 0.55 0.06
H 1.11 -1.41 1.61 0.06
H -2.86 1.17 -1.98 0.06